DFT (wB97M-V/def2-TZVPD) results for one molecule with the formula C26H33N3O2.

Properties
Energy relative to the best compared isomer or geometry (same formula, charge and spin)   2.3739 eV
E_tot   -1325.29439 Eh
Highest occupied orbital energy   -7.94 eV
SMILES   CN(Cc1ccc(OC[C@H](O)CN2CCCCC2)cc1)Cc1ccnc2ccccc12
Strongest force on any atom   0.7 eV/A
HOMO-LUMO gap   8.16 eV

Each line ends with the Mulliken charge.
Element x y z (Å)
1 C 6.015 1.023 0.023  -1.234
2 N 4.622 0.652 -0.107  0.540
3 C 4.469 -0.762 -0.436  -1.574
4 C 3.107 -1.276 -0.051  0.502
5 C 2.698 -1.221 1.277  -0.095
6 C 1.442 -1.648 1.646  -0.961
7 C 0.552 -2.144 0.691  0.919
8 O -0.661 -2.535 1.177  -0.414
9 C -1.598 -3.177 0.340  -1.388
10 C -2.572 -2.210 -0.380  0.472
11 O -1.953 -1.495 -1.409  -0.534
12 C -3.260 -1.330 0.681  -1.521
13 N -3.706 -0.048 0.174  0.834
14 C -4.280 0.762 1.234  -1.054
15 C -4.515 2.185 0.737  -0.525
16 C -5.466 2.165 -0.454  -0.817
17 C -4.899 1.233 -1.519  -0.721
18 C -4.646 -0.152 -0.930  -0.837
19 C 0.960 -2.219 -0.634  -0.202
20 C 2.229 -1.795 -0.988  -0.814
21 C 3.951 1.518 -1.068  -1.710
22 C 2.463 1.316 -1.101  1.373
23 C 1.824 1.003 -2.277  -0.813
24 C 0.445 0.753 -2.272  -0.652
25 N -0.295 0.810 -1.201  -0.795
26 C 0.285 1.171 -0.038  -0.552
27 C -0.537 1.266 1.102  -0.254
28 C -0.003 1.629 2.306  -0.753
29 C 1.367 1.913 2.416  -0.858
30 C 2.189 1.827 1.327  -0.753
31 C 1.674 1.451 0.070  1.026
32 H 6.082 2.069 0.326  0.307
33 H 6.478 0.412 0.797  0.376
34 H 6.584 0.897 -0.912  0.396
35 H 5.222 -1.313 0.136  0.606
36 H 4.655 -0.949 -1.508  0.279
37 H 3.373 -0.826 2.021  0.328
38 H 1.118 -1.602 2.674  0.410
39 H -2.184 -3.815 1.009  0.517
40 H -1.099 -3.811 -0.400  0.443
41 H -3.316 -2.849 -0.877  0.580
42 H -1.585 -0.652 -1.080  0.188
43 H -2.532 -1.128 1.473  0.508
44 H -4.089 -1.914 1.124  0.457
45 H -3.590 0.774 2.083  0.453
46 H -5.237 0.333 1.589  0.487
47 H -4.923 2.792 1.547  0.387
48 H -3.560 2.613 0.429  0.206
49 H -5.593 3.172 -0.856  0.378
50 H -6.446 1.803 -0.134  0.321
51 H -5.587 1.149 -2.362  0.370
52 H -3.950 1.630 -1.882  0.237
53 H -4.211 -0.792 -1.697  0.412
54 H -5.603 -0.598 -0.598  0.404
55 H 0.291 -2.568 -1.404  0.460
56 H 2.528 -1.859 -2.025  0.315
57 H 4.355 1.370 -2.087  0.337
58 H 4.157 2.554 -0.776  0.579
59 H 2.379 0.913 -3.200  0.415
60 H -0.066 0.469 -3.183  0.440
61 H -1.585 1.055 0.973  1.270
62 H -0.632 1.704 3.181  0.471
63 H 1.770 2.202 3.376  0.375
64 H 3.243 2.031 1.418  0.454



DFT (wB97M-V/def2-TZVPD) results for a 5-piece molecular cluster, C26H33N4O overall.

Properties
E_tot   -1304.56207 Eh
Highest occupied orbital energy   -0.70 eV
Total charge   -1
Strongest force on any atom   2.6 eV/A
HOMO-LUMO gap   2.75 eV

Each line ends with the Mulliken charge.
Element x y z (Å)
1 C 0.840 -4.437 3.728  -0.906
2 C 0.597 -3.638 2.285  -0.488
3 C -0.037 -2.145 2.524  -0.288
4 C -1.461 -2.138 3.368  -0.577
5 C -2.441 -3.398 2.996  -0.133
6 C -3.948 -3.322 3.637  -0.392
7 O -4.889 -3.663 2.519  -0.541
8 H 0.185 -4.021 4.605  0.159
9 H 1.998 -4.491 4.001  0.221
10 H 0.494 -5.564 3.543  0.159
11 H -0.160 -4.352 1.704  0.166
12 H -0.308 -1.719 1.443  -0.060
13 H 0.745 -1.373 2.971  0.137
14 H -1.282 -2.002 4.530  0.258
15 H -2.031 -1.153 3.012  0.281
16 H -1.924 -4.402 3.328  0.103
17 H -2.513 -3.439 1.808  0.177
18 H -4.243 -2.290 4.102  0.214
19 H -4.059 -4.220 4.416  0.265
20 H -5.347 -4.527 2.759  0.288
21 N -0.878 0.398 0.215  -0.202
22 C -0.063 1.189 -0.515  -0.421
23 C -0.421 1.754 -1.729  -0.557
24 C -1.692 1.489 -2.228  0.214
25 C -2.554 0.676 -1.500  -0.764
26 C -2.106 0.160 -0.295  -0.104
27 H 0.919 1.364 -0.085  0.659
28 H 0.274 2.385 -2.271  0.214
29 H -2.008 1.913 -3.177  0.312
30 H -3.550 0.450 -1.862  0.370
31 H -2.743 -0.478 0.312  0.352
32 N 1.845 3.359 0.408  -0.272
33 C 2.007 4.322 -0.525  -0.183
34 C 2.107 5.672 -0.230  -0.597
35 C 2.032 6.062 1.104  -0.067
36 C 1.862 5.093 2.087  -0.582
37 C 1.777 3.767 1.694  -0.159
38 H 2.057 3.969 -1.551  0.384
39 H 2.240 6.403 -1.020  0.341
40 H 2.105 7.111 1.374  0.349
41 H 1.799 5.364 3.135  0.353
42 H 1.648 2.973 2.424  0.410
43 N -2.678 2.152 -5.482  -0.278
44 C -1.863 2.944 -6.212  -0.087
45 C -2.221 3.509 -7.425  -0.596
46 C -3.492 3.244 -7.925  -0.092
47 C -4.354 2.430 -7.197  -0.568
48 C -3.906 1.914 -5.991  -0.157
49 H -0.881 3.118 -5.782  0.351
50 H -1.526 4.140 -7.968  0.333
51 H -3.808 3.668 -8.874  0.353
52 H -5.350 2.205 -7.559  0.337
53 H -4.543 1.277 -5.385  0.359
54 N 4.031 -2.271 2.489  -0.255
55 C 5.229 -2.649 2.984  -0.241
56 C 6.306 -3.024 2.196  -0.398
57 C 6.144 -3.016 0.815  -0.107
58 C 4.921 -2.633 0.274  -0.630
59 C 3.905 -2.271 1.144  -0.138
60 H 5.305 -2.642 4.068  0.332
61 H 7.247 -3.316 2.649  0.342
62 H 6.965 -3.305 0.165  0.337
63 H 4.763 -2.617 -0.798  0.343
64 H 2.933 -1.961 0.770  0.366



DFT (wB97M-V/def2-TZVPD) results for a 8-piece molecular cluster, C26H33O28 overall.

Properties
E_tot   -3117.27133 Eh
Highest occupied orbital energy   -5.84 eV
Total charge   -1
Strongest force on any atom   6.8 eV/A
HOMO-LUMO gap   7.57 eV

Each line ends with the Mulliken charge.
Element x y z (Å)
1 O -0.513 -1.629 -3.327  -0.577
2 C -1.673 -1.446 -2.919  0.549
3 O -2.133 -2.218 -1.806  -0.317
4 C -2.954 -1.255 -1.068  -0.618
5 C -3.387 -0.136 -2.138  1.559
6 C -4.978 -0.181 -2.091  -1.368
7 O -5.635 0.808 -2.912  0.040
8 O -6.986 0.758 -2.647  -0.450
9 C -2.607 1.186 -1.669  0.143
10 O -1.619 1.656 -2.345  -0.675
11 O -2.929 1.880 -0.496  -0.814
12 O -2.681 -0.529 -3.344  -0.281
13 H -3.935 -1.823 -0.840  0.331
14 H -2.581 -0.879 -0.059  0.255
15 H -5.343 -0.123 -0.993  0.444
16 H -5.302 -1.230 -2.470  0.391
17 H -7.201 -0.080 -2.173  0.339
18 C -0.874 4.550 -0.491  0.303
19 C -0.175 3.393 0.147  0.071
20 O 1.184 3.586 -0.236  -0.331
21 C 1.339 4.909 -0.506  0.625
22 O 2.398 5.442 -0.696  -0.595
23 O 0.140 5.552 -0.533  -0.372
24 H -1.733 4.890 0.090  -0.056
25 H -1.199 4.331 -1.511  0.145
26 H -0.240 3.414 1.240  0.257
27 H -0.549 2.434 -0.213  -0.089
28 C 2.702 -3.678 -2.742  -0.324
29 C 1.376 -4.329 -2.982  0.126
30 O 1.312 -5.316 -1.958  -0.344
31 C 2.136 -4.907 -0.958  0.639
32 O 2.193 -5.418 0.126  -0.596
33 O 2.888 -3.840 -1.342  -0.325
34 H 2.703 -2.621 -3.014  0.291
35 H 3.518 -4.182 -3.268  0.261
36 H 0.540 -3.635 -2.855  -0.077
37 H 1.309 -4.788 -3.969  0.315
38 C 4.277 -4.007 3.256  -0.471
39 C 2.954 -4.666 3.020  0.210
40 O 2.895 -5.646 4.054  -0.361
41 C 3.715 -5.226 5.050  0.635
42 O 3.774 -5.730 6.139  -0.610
43 O 4.464 -4.157 4.660  -0.148
44 H 4.274 -2.954 2.975  0.346
45 H 5.096 -4.512 2.734  0.298
46 H 2.116 -3.977 3.140  0.117
47 H 2.891 -5.132 2.036  0.116
48 C 8.319 -4.065 6.236  -0.290
49 C 7.195 -3.960 5.251  -0.104
50 O 7.781 -3.244 4.171  -0.267
51 C 9.126 -3.441 4.242  0.602
52 O 9.903 -3.116 3.390  -0.554
53 O 9.474 -4.055 5.406  -0.323
54 H 8.273 -4.981 6.826  0.308
55 H 8.364 -3.208 6.914  0.248
56 H 6.864 -4.937 4.889  0.164
57 H 6.338 -3.423 5.653  0.220
58 C 3.661 0.506 3.669  -0.309
59 C 2.982 0.885 4.951  -0.339
60 O 1.874 -0.004 5.002  -0.352
61 C 2.193 -1.085 4.240  0.659
62 O 1.551 -2.096 4.200  -0.535
63 O 3.334 -0.870 3.529  -0.292
64 H 4.742 0.647 3.712  0.312
65 H 3.265 1.053 2.809  0.223
66 H 3.615 0.712 5.827  0.264
67 H 2.647 1.923 4.955  0.304
68 C -4.884 2.723 -6.072  -0.123
69 C -6.313 2.738 -5.629  0.132
70 O -7.031 2.585 -6.848  -0.380
71 C -6.193 1.979 -7.731  0.618
72 O -6.531 1.552 -8.801  -0.563
73 O -4.923 1.919 -7.246  -0.351
74 H -4.220 2.288 -5.324  0.181
75 H -4.516 3.718 -6.337  0.211
76 H -6.556 1.901 -4.969  0.062
77 H -6.585 3.670 -5.132  0.254
78 C -5.037 5.945 -0.100  -0.127
79 C -4.484 7.178 -0.748  -0.327
80 O -4.291 6.773 -2.095  -0.325
81 C -5.135 5.730 -2.324  0.644
82 O -5.347 5.257 -3.403  -0.527
83 O -5.707 5.295 -1.170  -0.309
84 H -5.730 6.174 0.711  0.301
85 H -4.253 5.283 0.280  0.100
86 H -5.190 8.014 -0.728  0.284
87 H -3.542 7.499 -0.300  0.303



DFT (wB97M-V/def2-TZVPD) results for a 5-piece molecular cluster, C26H34BF21NO13P overall.

Properties
E_tot   -4507.62655 Eh
Highest occupied orbital energy   -8.51 eV
SMILES   CCB(O)[C@](CCC(F)(F)C(F)(F)C(F)(F)C(F)(F)F)(OC(N)=O)P(O)O.CCOC(=O)C(F)(F)F.CCOC(=O)C(F)(F)F.CCOC(=O)C(F)(F)F.CCOC(=O)C(F)(F)F
Strongest force on any atom   0.8 eV/A
HOMO-LUMO gap   8.65 eV

Each line ends with the Mulliken charge.
Element x y z (Å)
1 C 7.315 -1.708 -2.276  -1.099
2 C 6.072 -2.221 -3.032  -0.393
3 B 4.905 -2.703 -2.089  0.775
4 O 4.498 -4.023 -2.099  -0.792
5 C 4.112 -1.723 -1.102  0.948
6 C 2.599 -1.918 -1.358  -1.351
7 C 1.653 -1.565 -0.205  -0.771
8 C 0.214 -2.000 -0.407  0.794
9 F 0.145 -3.332 -0.727  -0.243
10 F -0.473 -1.814 0.761  -0.286
11 C -0.553 -1.249 -1.523  0.435
12 F 0.001 -1.553 -2.722  -0.382
13 F -0.393 0.079 -1.323  -0.220
14 C -2.100 -1.555 -1.597  0.710
15 F -2.459 -2.502 -0.709  -0.254
16 F -2.786 -0.427 -1.322  -0.278
17 C -2.581 -2.037 -2.991  0.555
18 F -3.880 -2.293 -2.909  -0.256
19 F -2.391 -1.121 -3.921  -0.243
20 F -1.962 -3.161 -3.330  -0.210
21 O 4.548 -0.380 -1.451  -0.351
22 C 4.070 0.630 -0.667  0.105
23 N 2.973 1.288 -1.232  -0.001
24 O 4.554 0.899 0.411  -0.562
25 P 4.591 -2.100 0.711  -0.085
26 O 6.168 -1.694 0.674  -0.508
27 O 4.829 -3.717 0.588  -0.546
28 H 8.134 -1.562 -2.984  0.379
29 H 7.616 -2.409 -1.497  0.306
30 H 7.119 -0.749 -1.794  0.197
31 H 6.383 -3.077 -3.646  0.356
32 H 5.696 -1.451 -3.716  0.264
33 H 4.563 -4.425 -2.972  0.292
34 H 2.407 -2.939 -1.695  0.724
35 H 2.363 -1.267 -2.207  0.370
36 H 1.626 -0.490 -0.014  0.094
37 H 1.942 -2.033 0.742  0.474
38 H 3.197 1.825 -2.066  0.210
39 H 2.596 1.923 -0.535  0.202
40 H 6.244 -0.809 1.061  0.339
41 H 4.227 -4.136 -0.045  0.368
42 C -2.304 0.991 1.411  -0.555
43 C -1.643 1.265 2.742  -0.478
44 O -1.533 2.685 2.991  -0.345
45 C -2.619 3.282 3.450  0.318
46 O -3.678 2.784 3.693  -0.535
47 C -2.325 4.776 3.692  0.996
48 F -1.665 5.323 2.670  -0.250
49 F -1.581 4.919 4.798  -0.273
50 F -3.463 5.444 3.867  -0.247
51 H -1.773 1.501 0.607  0.243
52 H -2.300 -0.078 1.213  0.061
53 H -3.338 1.337 1.405  0.421
54 H -0.618 0.901 2.750  0.316
55 H -2.176 0.792 3.565  0.368
56 C -4.648 6.191 6.921  -1.160
57 C -5.063 4.808 6.473  -0.012
58 O -5.819 4.129 7.501  -0.355
59 C -7.100 4.446 7.586  0.328
60 O -7.703 5.226 6.910  -0.508
61 C -7.765 3.611 8.700  0.875
62 F -7.017 3.593 9.808  -0.247
63 F -7.926 2.347 8.283  -0.252
64 F -8.958 4.108 9.006  -0.238
65 H -4.095 6.137 7.860  0.331
66 H -4.012 6.651 6.166  0.348
67 H -5.517 6.830 7.078  0.330
68 H -4.196 4.175 6.301  0.183
69 H -5.644 4.835 5.553  0.348
70 C -1.669 -6.065 -0.290  -1.107
71 C -1.780 -6.087 -1.799  0.090
72 O -0.909 -7.086 -2.373  -0.365
73 C -1.358 -8.331 -2.355  0.277
74 O -2.402 -8.720 -1.925  -0.512
75 C -0.328 -9.259 -3.035  0.937
76 F 0.914 -8.999 -2.612  -0.242
77 F -0.363 -9.077 -4.362  -0.251
78 F -0.605 -10.531 -2.776  -0.241
79 H -0.632 -5.916 0.012  0.263
80 H -2.271 -5.252 0.114  0.291
81 H -2.017 -7.002 0.143  0.426
82 H -1.446 -5.146 -2.221  0.065
83 H -2.804 -6.266 -2.126  0.374
84 C 2.449 4.825 -6.306  -1.072
85 C 2.742 5.592 -5.036  -0.241
86 O 1.705 5.385 -4.048  -0.331
87 C 1.777 4.273 -3.347  0.332
88 O 2.611 3.415 -3.428  -0.588
89 C 0.629 4.224 -2.317  0.915
90 F -0.537 4.575 -2.856  -0.257
91 F 0.899 5.061 -1.308  -0.272
92 F 0.516 2.992 -1.824  -0.186
93 H 1.466 5.093 -6.695  0.307
94 H 3.199 5.061 -7.060  0.370
95 H 2.463 3.750 -6.130  0.301
96 H 2.741 6.664 -5.217  0.318
97 H 3.705 5.318 -4.609  0.324